{"formula": "C36H29F3GeMoN4O3S2", "method": "the ωB97M-V functional and the def2-TZVPD basis", "multiplicity": 3, "de_lowest_kj_mol": 246.6, "total_charge": 2, "s2": 2.031, "gap_ev": [6.58, 4.96], "species": ["Mo", "C", "C", "N", "N", "C", "S", "S", "C", "C", "C", "C", "C", "C", "C", "C", "C", "C", "C", "C", "C", "O", "H", "H", "H", "H", "H", "H", "H", "H", "H", "H", "H", "H", "H", "H", "N", "C", "C", "C", "C", "N", "C", "C", "H", "H", "H", "H", "Ge", "C", "C", "C", "C", "C", "C", "C", "C", "C", "C", "C", "C", "H", "H", "H", "H", "H", "H", "H", "H", "H", "H", "H", "F", "C", "F", "F", "C", "O", "O"], "xyz": [[0.128727, -0.087230, -0.506918], [-0.329581, 3.189644, 2.643549], [-0.362962, 2.459165, 1.329085], [-0.183672, 1.155895, 1.288463], [-0.041751, 0.583829, 2.560348], [0.080512, -0.678650, 2.557779], [-0.007437, -1.763490, 1.219924], [0.270130, -1.501863, 4.129642], [2.091288, -1.487669, 4.283128], [2.208645, -0.152475, 4.910919], [1.912557, 0.001082, 6.295072], [2.125316, 1.206871, 6.916036], [2.602345, 2.283685, 6.168133], [2.876487, 2.153016, 4.797681], [2.655204, 0.959306, 4.160573], [-0.619161, 3.276120, 0.138372], [-1.003839, 4.624764, 0.280682], [-1.227821, 5.432967, -0.814128], [-1.052644, 4.928245, -2.098933], [-0.680911, 3.610560, -2.288803], [-0.490636, 2.798312, -1.176610], [-0.184144, 1.513684, -1.396571], [0.240290, 2.644919, 3.384575], [-1.349005, 3.295127, 3.022163], [0.091414, 4.180781, 2.514459], [2.582324, -1.596050, 3.319316], [2.343686, -2.313057, 4.945485], [1.552903, -0.854265, 6.851837], [1.939373, 1.325151, 7.972978], [2.762655, 3.236453, 6.652241], [3.277967, 2.995786, 4.253103], [2.874581, 0.820913, 3.109492], [-1.147558, 5.048922, 1.260592], [-1.531470, 6.459456, -0.670856], [-1.216822, 5.565031, -2.956943], [-0.528835, 3.197170, -3.275832], [-7.499879, -0.043999, -1.114076], [-6.360014, -0.039128, -0.998450], [-4.930457, -0.032680, -0.856862], [-4.115923, 0.310573, -1.932353], [-2.748065, 0.284443, -1.754383], [-2.171479, -0.062566, -0.590234], [-2.962698, -0.370140, 0.444777], [-4.341735, -0.366767, 0.356015], [-4.535579, 0.589804, -2.887114], [-2.079250, 0.553027, -2.562635], [-2.470132, -0.628193, 1.372393], [-4.941821, -0.623683, 1.215875], [-0.351317, -2.078854, -1.994324], [-0.396329, -1.473392, -3.817803], [-1.219202, -2.041086, -4.796795], [-1.141041, -1.604624, -6.108290], [-0.236747, -0.609579, -6.456464], [0.583797, -0.039792, -5.495203], [0.493941, -0.453074, -4.174107], [-0.060597, -3.945421, -1.765793], [0.931440, -4.348413, -0.862199], [1.252016, -5.691895, -0.749666], [0.557438, -6.634029, -1.492055], [-0.445855, -6.244536, -2.370365], [-0.754889, -4.904505, -2.513397], [1.217803, -1.254683, -1.176470], [-1.923856, -2.822675, -4.547859], [-1.776748, -2.046978, -6.862272], [-0.171225, -0.279661, -7.483807], [1.298971, 0.721996, -5.772974], [1.153151, 0.006991, -3.443161], [1.473799, -3.623071, -0.268925], [2.040686, -6.003659, -0.079567], [0.796733, -7.682890, -1.385317], [-0.977545, -6.986332, -2.948661], [-1.527432, -4.615801, -3.211660], [4.111561, 2.211446, 1.378488], [4.199091, 1.256945, 0.422245], [4.346705, 1.859575, -0.749634], [5.276140, 0.520267, 0.671405], [2.909335, 0.402488, 0.516784], [2.814391, -0.396848, 1.424880], [2.024661, 0.719296, -0.360019]], "atomic_forces_ev_per_a": [[-0.05, 0.16, 1.25], [0.10, -0.12, -0.01], [-0.04, 0.13, -0.05], [-0.22, 0.14, 0.16], [-0.08, 0.07, -0.29], [0.12, -0.03, 0.22], [-0.26, 0.09, -0.41], [0.05, 0.23, 0.09], [0.07, -0.30, 0.02], [0.05, 0.03, 0.08], [0.02, 0.05, 0.09], [-0.06, -0.15, -0.02], [-0.01, 0.03, 0.03], [-0.02, -0.06, -0.13], [0.04, 0.13, -0.06], [-0.01, -0.01, 0.01], [-0.02, 0.01, -0.15], [0.01, -0.06, 0.10], [0.01, -0.05, -0.05], [-0.01, 0.11, 0.25], [0.12, -0.16, 0.01], [-0.34, 0.14, -0.60], [0.00, -0.03, 0.01], [-0.03, 0.01, -0.01], [0.02, -0.01, 0.02], [-0.08, 0.07, 0.01], [-0.01, 0.02, 0.01], [0.00, -0.02, 0.05], [-0.04, -0.02, 0.03], [0.04, 0.05, 0.03], [0.01, 0.02, -0.05], [0.00, 0.06, 0.20], [-0.03, 0.01, 0.03], [-0.01, 0.01, 0.01], [0.01, 0.03, -0.02], [-0.02, -0.04, -0.01], [-0.21, -0.01, -0.02], [0.19, 0.02, 0.01], [-0.02, 0.01, -0.04], [0.06, 0.00, 0.09], [-0.04, 0.07, 0.00], [0.02, -0.24, -0.20], [-0.02, 0.04, 0.04], [0.10, 0.03, 0.00], [-0.02, 0.00, -0.02], [-0.04, -0.04, 0.02], [-0.03, -0.03, -0.06], [-0.02, 0.00, 0.02], [1.04, 0.20, -0.09], [-0.26, 0.07, -0.08], [0.05, 0.01, 0.04], [0.00, 0.01, 0.02], [-0.02, 0.00, -0.03], [0.00, 0.00, 0.05], [0.04, 0.02, 0.00], [-0.30, -0.12, 0.31], [-0.05, -0.02, -0.10], [0.00, 0.07, 0.03], [-0.02, -0.06, -0.01], [0.01, 0.01, 0.01], [0.09, 0.07, 0.00], [-0.04, -0.25, -0.63], [-0.02, -0.04, 0.02], [-0.02, -0.01, -0.01], [0.01, 0.00, -0.03], [0.01, 0.02, 0.00], [-0.05, -0.04, -0.02], [0.01, 0.01, -0.01], [0.01, 0.00, 0.03], [0.02, -0.02, -0.02], [-0.03, -0.02, -0.01], [-0.03, 0.03, -0.03], [0.01, 0.01, 0.00], [0.06, 0.00, -0.02], [-0.03, -0.03, 0.04], [-0.07, 0.04, 0.00], [0.11, 0.28, -0.22], [0.04, -0.16, -0.12], [0.14, -0.47, 0.17]]}